(1)
The following is a DFT calculation (ωB97M-V with the def2-TZVPD basis set) of a structure of composition C27H46GeN5O4SSi3Ti.

Values from the calculation:
orbital gap (spin up / spin down)	6.42 / 7.44	eV
calculated total energy	-158490.713	eV
LUMO level (spin up / spin down)	0.4 / -0.9	eV
highest occupied orbital energy (spin up / spin down)	-6.02 / -8.38	eV
energy above the lowest of the compared OMol25 structures with the same formula, charge and spin	0.00	kJ/mol
⟨S²⟩	3.76
multiplicity	4

```
88
Properties=species:S:1:pos:R:3:lowdin_charge:R:1
Ti 0.9182 0.9792 0.9355 0.7606
C -6.4375 -2.0153 2.5631 -0.0465
C -5.0012 -1.5712 2.6402 -0.2631
C -4.6509 -0.2476 2.3933 -0.0272
C -3.3313 0.1697 2.4868 -0.0516
C -2.3556 -0.7540 2.8171 -0.2950
C -2.6800 -2.0782 3.0790 -0.0606
C -3.9993 -2.4784 2.9866 -0.0351
S -0.6799 -0.2542 2.9543 0.6016
O -0.2102 -0.6152 4.2687 -0.2828
O -0.6181 1.1826 2.6416 -0.3747
N 0.0425 -0.9771 1.7439 -0.1657
C 1.3543 -1.4031 1.8639 -0.4426
C 1.8755 -2.2195 2.8756 -0.0015
C 3.1984 -2.5863 2.8013 -0.0496
C 3.9862 -2.1360 1.7439 -0.0646
C 3.4122 -1.3008 0.8129 -0.1304
N 2.1266 -0.9406 0.8673 0.0333
H -7.0101 -1.3823 1.8864 0.0771
H -6.9054 -1.9598 3.5483 0.0861
H -6.5104 -3.0468 2.2194 0.0780
H -5.4177 0.4674 2.1197 0.1179
H -3.0463 1.1943 2.2964 0.1063
H -1.8981 -2.7828 3.3344 0.1211
H -4.2606 -3.5127 3.1762 0.1166
H 1.2433 -2.5409 3.6893 0.1100
H 3.6223 -3.2281 3.5631 0.1116
H 5.0245 -2.4255 1.6592 0.1017
H 3.9797 -0.8892 -0.0138 0.1103
C 1.7719 4.5342 -0.6184 0.0156
C 1.3338 3.1459 -0.2427 -0.7103
O 2.1309 2.1762 -0.4322 -0.1472
O 0.2113 2.9668 0.3045 -0.0929
H 2.3950 4.5115 -1.5112 0.0823
H 2.3691 4.9264 0.2063 0.0898
H 0.9119 5.1853 -0.7608 0.0850
C 0.5629 -0.1752 -5.1441 -0.2161
Si 1.4627 0.0576 -3.5095 0.3006
C 2.7109 -1.3318 -3.3249 -0.2151
C 2.3849 1.6821 -3.5922 -0.2139
Ge -0.1744 -0.0788 -1.7810 0.7402
Si -1.9190 1.5114 -2.1677 0.3114
C -2.8408 1.9382 -0.6043 -0.2083
C -3.1273 0.7371 -3.3832 -0.2206
C -1.2301 3.0494 -2.9854 -0.2041
Si -1.0329 -2.2938 -1.6189 0.3006
C -1.3863 -2.9239 -3.3549 -0.2239
C -2.6401 -2.2586 -0.6564 -0.2062
C 0.1566 -3.4982 -0.8166 -0.2053
H 1.2805 -0.2057 -5.9686 0.0330
H -0.1158 0.6626 -5.3259 0.0186
H -0.0201 -1.0981 -5.1598 0.0087
H 3.3878 -1.3696 -4.1816 0.0320
H 2.2127 -2.3016 -3.2405 0.0139
H 3.3100 -1.1843 -2.4233 0.0111
H 3.1050 1.6542 -4.4153 0.0340
H 2.9120 1.8780 -2.6593 0.0098
H 1.6974 2.5119 -3.7765 0.0209
H -3.3225 1.0489 -0.1928 0.0125
H -3.6178 2.6812 -0.8075 0.0394
H -2.1516 2.3482 0.1353 0.0137
H -3.5805 -0.1624 -2.9586 0.0127
H -2.6256 0.4565 -4.3134 0.0192
H -3.9312 1.4356 -3.6304 0.0328
H -0.3365 3.3902 -2.4613 0.0065
H -1.9646 3.8585 -2.9596 0.0365
H -0.9736 2.8625 -4.0306 0.0250
H -1.9466 -2.1894 -3.9410 0.0161
H -1.9785 -3.8418 -3.3089 0.0316
H -0.4566 -3.1485 -3.8843 0.0213
H -3.3373 -1.5199 -1.0577 0.0150
H -2.4327 -2.0017 0.3850 0.0048
H -3.1345 -3.2336 -0.6756 0.0376
H 1.0628 -3.6238 -1.4145 0.0219
H -0.3181 -4.4785 -0.7158 0.0348
H 0.4405 -3.1543 0.1760 -0.0005
N 5.9496 2.3588 2.5836 0.1258
C 4.6574 2.1457 3.0010 -0.3700
C 3.6405 1.8416 2.0910 -0.0602
N 2.3803 1.6603 2.4881 0.0161
C 2.1153 1.8234 3.8005 -0.0904
C 3.1346 2.1275 4.6758 -0.1032
N 4.4013 2.2800 4.2952 0.1238
H 6.2242 1.9423 1.7108 0.0914
H 6.6446 2.3395 3.3108 0.0947
H 3.8319 1.7509 1.0307 0.1058
H 1.0963 1.6940 4.1256 0.0901
H 2.9377 2.2518 5.7335 0.1105
```

***

(2)
The following is a DFT calculation (ωB97M-V with the def2-TZVPD basis set) of a cluster of 2 separate species, C3H10OS2 in total at a distorted geometry.

Values from the calculation:
orbital gap	9.75	eV
calculated total energy	-26990.753	eV
LUMO level	0.6	eV
highest occupied orbital energy	-9.11	eV
energy above the lowest of the compared OMol25 structures with the same formula, charge and spin	51.82	kJ/mol
structure (SMILES)	CCO.CSS

```
16
Properties=species:S:1:pos:R:3:lowdin_charge:R:1
C 2.1309 -0.5571 -0.4569 -0.0755
C 1.3921 0.7755 -0.4834 -0.3265
O 1.2742 1.5115 0.7553 -0.1312
H 1.5145 -1.1921 0.1823 0.0674
H 2.1229 -0.8946 -1.4949 0.0797
H 3.1520 -0.4701 -0.0976 0.0750
H 0.3805 0.6159 -0.8704 0.0634
H 1.9275 1.4938 -1.1002 0.1145
H 0.8753 0.8990 1.4135 0.0861
C -2.3370 -1.2832 0.3989 -0.4704
S -2.5499 0.1769 -0.6883 0.3439
S -2.1466 1.7925 0.5478 0.3352
H -3.1205 -1.3122 1.1532 0.0261
H -1.3212 -1.3282 0.8062 0.0184
H -2.4405 -2.1364 -0.2910 0.0301
H -0.8542 1.9087 0.2255 -0.2363
```